Record 1
This record from the OMol25 dataset describes a 5-piece molecular cluster, C20H48NO5PS4 overall in a non-equilibrium geometry. The level of theory is ωB97M-V with the def2-TZVPD basis set.

Last column: Löwdin charge in e.
Element x y z (Å)
C1 3.237 -1.335 -1.366  -0.107
C2 1.783 -1.218 -1.880  -0.236
C3 1.621 -1.631 -3.345  -0.245
O1 1.965 -0.613 -4.283  -0.228
C4 0.828 -0.161 -5.026  -0.396
P1 -0.278 0.922 -3.890  0.825
C5 -1.277 1.930 -2.605  -0.399
C6 -2.803 1.686 -2.676  -0.263
C7 -3.380 0.798 -1.549  -0.187
C8 -2.564 -0.443 -1.208  -0.137
N1 -2.678 -1.514 -2.215  -0.128
C9 -1.893 -2.614 -2.142  -0.136
C10 -2.194 -3.402 -3.219  -0.107
C11 -3.209 -2.743 -3.955  -0.101
C12 -3.491 -1.574 -3.297  -0.124
H1 3.262 -0.970 -0.332  0.029
H2 3.504 -2.397 -1.319  0.073
H3 3.931 -0.724 -1.951  0.073
H4 1.187 -1.881 -1.237  0.101
H5 1.450 -0.199 -1.659  0.073
H6 0.571 -1.914 -3.500  0.085
H7 2.217 -2.544 -3.494  0.126
H8 1.197 0.416 -5.888  0.076
H9 0.290 -1.023 -5.456  0.084
H10 0.919 1.259 -3.173  0.020
H11 -1.122 -0.206 -3.643  0.020
H12 -0.656 1.792 -4.951  0.023
H13 -1.076 2.989 -2.825  0.063
H14 -0.864 1.721 -1.608  0.062
H15 -3.281 2.669 -2.591  0.101
H16 -3.044 1.289 -3.674  0.082
H17 -4.407 0.530 -1.825  0.106
H18 -3.468 1.414 -0.637  0.091
H19 -1.506 -0.230 -1.026  0.108
H20 -2.939 -0.869 -0.267  0.120
H21 -1.140 -2.852 -1.405  0.115
H22 -1.747 -4.347 -3.497  0.092
H23 -3.705 -3.039 -4.869  0.090
H24 -4.202 -0.805 -3.549  0.111
C13 -5.388 3.002 3.605  -0.282
S1 -4.101 1.963 2.908  0.806
O2 -3.779 2.508 1.554  -0.567
C14 -5.146 0.518 2.664  -0.265
H25 -4.963 3.983 3.801  0.055
H26 -6.209 3.091 2.891  0.059
H27 -5.737 2.567 4.536  0.029
H28 -5.989 0.775 2.021  0.058
H29 -5.502 0.163 3.631  0.048
H30 -4.549 -0.258 2.188  0.040
C15 -4.434 0.212 7.537  -0.268
S2 -3.805 1.896 7.489  0.827
O3 -4.019 2.407 6.107  -0.573
C16 -2.069 1.452 7.627  -0.266
H31 -5.516 0.250 7.423  0.050
H32 -4.000 -0.367 6.721  0.058
H33 -4.186 -0.241 8.497  0.054
H34 -1.791 0.792 6.805  0.060
H35 -1.897 0.959 8.584  0.054
H36 -1.481 2.365 7.577  0.051
C17 3.195 2.780 2.167  -0.269
S3 3.180 1.465 0.941  0.789
O4 3.947 0.326 1.511  -0.556
C18 4.253 2.297 -0.239  -0.258
H37 2.608 2.453 3.022  0.050
H38 4.220 2.980 2.480  0.058
H39 2.747 3.678 1.740  0.054
H40 5.209 2.528 0.232  0.059
H41 3.770 3.210 -0.586  0.056
H42 4.412 1.627 -1.082  0.039
C19 7.032 -2.521 0.417  -0.269
S4 7.023 -3.824 -0.823  0.789
O5 7.782 -4.973 -0.267  -0.557
C20 8.107 -2.980 -1.985  -0.275
H43 6.438 -2.855 1.265  0.052
H44 8.055 -2.327 0.739  0.057
H45 6.588 -1.617 -0.002  0.047
H46 9.060 -2.756 -1.505  0.056
H47 7.629 -2.060 -2.325  0.050
H48 8.272 -3.639 -2.836  0.048

Results
Charge ... 0
E_HOMO ... -7.646 eV
LUMO ... 0.28 eV
Spin multiplicity ... 1
Kohn-Sham gap ... 0.2914 Eh

---

Record 2
This record from the OMol25 dataset describes one molecule with the formula CF3IO in a non-equilibrium geometry. The level of theory is ωB97M-V with the def2-TZVPD basis set.

Last column: natural (NBO) charge in e.
Element x y z (Å)
C1 -0.449 0.002 -0.009  1.162
O1 0.659 -0.571 -0.434  -0.709
F1 -1.259 -0.879 0.690  -0.335
F2 -0.256 1.092 0.777  -0.331
F3 -1.241 0.418 -1.014  -0.319
I1 2.546 -0.062 -0.009  0.532

Results
Charge ... 0
E_HOMO ... -10.639 eV
LUMO ... -1.93 eV
Spin multiplicity ... 1
Structure (SMILES) ... FC(F)(F)OI
Energy relative to the best compared isomer or geometry (same formula, charge and spin) ... 8.2 kJ/mol
Kohn-Sham gap ... 0.3199 Eh

---

- Which value of Kohn-Sham gap does entry 2 give?
  0.3199 Eh